16
Properties=species:S:1:pos:R:3:nbo_charge:R:1 method="wB97M-V/def2-TZVPD" charge=+1 gap_ev="3.86 / 4.64" multiplicity=3
C -0.02 -2.31 1.66 -0.27
C 0.13 1.15 -1.42 -0.01
C 0.06 0.04 -2.10 -0.06
C 0.74 1.52 -0.12 -0.15
N -0.87 -1.45 1.14 -0.78
O -0.26 1.84 0.93 -0.59
H -0.28 -3.24 1.99 0.19
H 0.99 -2.03 1.51 0.15
H -0.40 1.92 -1.95 0.24
H -0.26 0.02 -3.07 0.23
H 0.36 -0.97 -1.81 0.25
H 1.21 0.50 0.23 0.24
H 1.47 2.32 -0.15 0.26
H -1.84 -1.59 1.22 0.40
H -0.48 -0.56 0.85 0.36
H -0.54 2.85 1.10 0.54

***

117
Properties=species:S:1:pos:R:3:lowdin_charge:R:1 method="wB97M-V/def2-TZVPD" charge=+2 gap_ev=8.19
Sr 0.09 -0.05 0.19 1.26
O 6.33 3.05 -2.59 -0.04
C 6.06 1.72 -2.98 -0.20
C 4.69 1.34 -2.50 -0.16
C 4.27 0.01 -2.53 0.00
C 3.00 -0.29 -2.08 -0.17
N 2.14 0.62 -1.61 0.04
C 2.53 1.90 -1.62 -0.19
C 3.80 2.29 -2.03 0.06
C 1.54 2.92 -1.18 -0.20
C 1.65 4.25 -1.59 0.06
C 0.70 5.18 -1.19 -0.16
C 0.80 6.62 -1.62 -0.20
O 1.29 6.75 -2.94 -0.03
C -0.34 4.74 -0.38 0.01
C -0.38 3.40 -0.03 -0.13
N 0.53 2.51 -0.41 0.02
H 7.21 3.30 -2.90 0.10
H 6.79 1.02 -2.56 0.13
H 6.09 1.61 -4.07 0.14
H 4.92 -0.77 -2.89 0.13
H 2.64 -1.32 -2.07 0.05
H 4.12 3.32 -1.98 0.12
H 2.44 4.55 -2.27 0.12
H 1.43 7.16 -0.90 0.14
H -0.20 7.07 -1.57 0.13
H 2.20 7.05 -2.92 0.10
H -1.11 5.42 -0.05 0.13
H -1.19 3.03 0.59 0.10
N -0.66 0.51 -3.38 0.20
C -1.84 0.76 -2.79 -0.44
N -2.83 1.15 -3.59 0.19
C -3.96 1.47 -2.97 -0.43
N -5.00 1.87 -3.71 0.19
N -4.15 1.42 -1.63 0.18
C -3.11 1.00 -0.94 -0.29
N -1.93 0.62 -1.45 0.08
C -3.29 0.96 0.55 -0.21
C -4.52 1.27 1.10 0.01
C -4.66 1.25 2.48 -0.02
C -3.56 0.91 3.26 -0.03
C -2.36 0.62 2.62 -0.13
N -2.22 0.64 1.29 0.02
H -0.61 0.58 -4.38 0.10
H 0.09 0.05 -2.88 0.04
H -4.89 1.96 -4.71 0.12
H -5.85 2.14 -3.26 0.12
H -5.34 1.52 0.45 0.11
H -5.61 1.49 2.94 0.12
H -3.61 0.89 4.34 0.12
H -1.48 0.36 3.19 0.10
C 3.00 -7.61 3.69 -0.04
C 2.99 -6.38 4.56 -0.29
C 4.13 -5.97 5.24 -0.05
C 4.11 -4.84 6.05 -0.04
C 2.94 -4.11 6.20 -0.28
N 2.93 -2.96 7.04 0.14
C 2.56 -1.68 6.69 -0.50
O 2.58 -0.76 7.47 0.09
N 2.20 -1.54 5.36 0.14
C 1.83 -0.37 4.71 -0.18
C 1.82 0.90 5.27 0.04
C 1.45 1.97 4.47 -0.03
C 1.09 1.75 3.15 -0.15
N 1.09 0.53 2.61 -0.04
C 1.44 -0.49 3.37 -0.11
C 1.78 -4.53 5.55 -0.04
C 1.82 -5.64 4.73 -0.05
H 4.01 -8.00 3.56 0.08
H 2.60 -7.39 2.70 0.06
H 2.39 -8.40 4.12 0.09
H 5.04 -6.54 5.14 0.12
H 5.01 -4.52 6.56 0.12
H 3.33 -3.02 7.96 0.16
H 2.27 -2.36 4.77 0.08
H 2.11 1.04 6.30 0.11
H 1.44 2.97 4.87 0.12
H 0.81 2.58 2.50 0.10
H 1.41 -1.47 2.91 0.08
H 0.86 -4.00 5.73 0.12
H 0.91 -5.97 4.24 0.11
Cl 5.75 -2.89 0.56 0.67
C 4.23 -3.40 1.31 -1.59
Cl 3.78 -5.02 0.76 0.67
Cl 4.35 -3.36 3.07 0.72
C 3.18 -2.46 0.91 -0.35
N 2.36 -1.72 0.60 0.20
C -0.63 -1.81 -5.80 -0.05
N 0.01 -2.43 -4.65 -0.20
C 1.46 -2.49 -4.72 -0.07
C -0.64 -2.63 -3.48 -0.74
S 0.17 -2.59 -1.99 0.67
N -1.97 -2.85 -3.55 -0.19
C -2.57 -3.62 -4.65 -0.03
C -2.80 -2.79 -2.36 -0.08
H 0.00 -0.97 -6.12 0.09
H -1.61 -1.43 -5.54 0.08
H -0.72 -2.49 -6.65 0.10
H 1.74 -2.78 -5.74 0.10
H 1.85 -3.22 -4.02 0.07
H 1.91 -1.52 -4.50 0.08
H -1.80 -3.99 -5.32 0.09
H -3.29 -3.03 -5.21 0.10
H -3.08 -4.48 -4.22 0.10
H -2.47 -1.99 -1.71 0.04
H -2.78 -3.73 -1.81 0.09
H -3.83 -2.59 -2.68 0.10
C -1.82 -3.68 2.90 -0.23
S -1.25 -3.53 1.21 0.85
C 0.17 -4.62 1.33 -0.26
O -0.68 -2.15 1.12 -0.76
H -1.01 -3.40 3.57 0.05
H -2.15 -4.71 3.08 0.07
H -2.66 -3.00 3.02 0.06
H -0.19 -5.64 1.51 0.07
H 0.81 -4.29 2.15 0.04
H 0.69 -4.57 0.38 0.02

***

Quick rundown of energy above the lowest of the compared OMol25 structures with the same formula, charge and spin, same order as above: 59.6 0.0 kcal/mol